Entry 1:
Here is a structure of composition C24H26MnN4S2Si from the OMol25 dataset. Energies are from ωB97M-V with the def2-TZVPD basis set.

Each line ends with the Mulliken charge.
Cartesian coordinates (Å):
C1 -1.151 -3.299 0.815  -0.68
C2 0.115 -2.964 0.285  -0.46
C3 1.009 -2.783 1.365  -0.69
H1 0.369 -2.858 -0.755  0.66
C4 0.293 -3.010 2.564  -0.86
C5 -1.042 -3.328 2.228  -0.78
H2 -1.835 -3.555 2.921  0.47
H3 -2.046 -3.493 0.246  0.60
H4 2.043 -2.497 1.276  0.81
H5 0.694 -2.947 3.562  0.48
Mn1 -0.617 -1.199 1.527  0.23
C6 1.830 4.267 -1.716  -0.75
H6 2.129 4.111 -0.684  0.19
H7 2.547 3.790 -2.377  0.25
H8 0.846 3.836 -1.878  0.01
Si1 0.134 0.366 -0.294  1.73
C7 -1.001 0.435 -1.818  0.29
C8 -1.395 -0.740 -2.466  0.02
H9 -1.034 -1.693 -2.099  0.19
C9 -2.255 -0.718 -3.555  -0.80
H10 -2.539 -1.644 -4.040  0.43
C10 -2.759 0.490 -4.018  -0.49
H11 -3.437 0.512 -4.861  0.39
C11 -2.383 1.671 -3.391  -0.69
H12 -2.767 2.618 -3.749  0.43
C12 -1.510 1.639 -2.312  -0.41
H13 -1.219 2.570 -1.840  0.27
C13 1.840 -0.151 -0.961  0.36
C14 2.087 -0.321 -2.326  -0.69
H14 1.317 -0.066 -3.043  0.40
C15 3.306 -0.803 -2.788  -0.65
H15 3.468 -0.923 -3.853  0.43
C16 4.317 -1.119 -1.894  -0.57
H16 5.268 -1.493 -2.252  0.38
C17 4.096 -0.954 -0.532  -0.52
H17 4.880 -1.194 0.177  0.42
C18 2.873 -0.484 -0.079  -0.58
H18 2.717 -0.378 0.988  0.66
H19 0.309 1.839 0.021  -0.46
H20 1.797 5.333 -1.927  0.35
N1 2.453 -0.297 3.519  -0.30
C19 1.444 0.636 3.198  0.20
N2 0.333 0.365 2.476  0.33
C20 -0.522 1.441 2.409  0.17
C21 -0.046 2.611 2.993  -0.32
S1 1.466 2.256 3.660  -0.25
C22 -1.936 1.193 1.925  -0.28
C23 -2.998 2.090 2.000  -0.38
S2 -4.418 1.211 1.724  -0.23
C24 -3.626 -0.265 1.544  0.30
N3 -2.292 -0.093 1.618  0.32
N4 -4.266 -1.500 1.312  -0.38
H21 3.271 0.001 4.069  0.21
H22 2.384 -1.277 3.227  0.12
H23 -0.579 3.547 3.088  0.41
H24 -2.944 3.131 2.286  0.41
H25 -5.293 -1.547 1.254  0.21
H26 -3.723 -2.366 1.228  0.10

Results
spin multiplicity = 5
F_max = 2.693 eV/Å
E = -92132.999 eV
relative energy (zero: lowest compared OMol25 entry of this formula, charge and spin) = 0.0 kJ/mol
HOMO (spin up / spin down) = -10.4 / -10.8 eV
charge = +1

=====

Entry 2:
Here is an isolated molecule of C24H26N2O3S2 from the OMol25 dataset. Energies are from ωB97M-V with the def2-TZVPD basis set.

Each line ends with the Mulliken charge.
Cartesian coordinates (Å):
C1 4.263 -3.051 -5.236  -1.48
C2 3.032 -2.625 -4.494  0.85
C3 3.001 -2.575 -3.108  -1.15
C4 1.863 -2.179 -2.428  0.26
C5 0.717 -1.834 -3.133  0.86
N1 -0.424 -1.418 -2.451  -0.08
S1 -0.830 -1.974 -0.927  1.49
O1 -2.224 -1.664 -0.788  -0.71
O2 -0.436 -3.344 -0.762  -0.75
C6 0.079 -0.847 0.136  1.25
C7 -0.252 0.471 -0.109  -1.54
C8 0.293 1.496 0.651  0.14
C9 -0.136 2.891 0.337  -0.18
O3 -0.473 3.232 -0.779  -0.69
N2 -0.113 3.743 1.393  -0.09
C10 -0.729 5.046 1.298  -0.87
C11 -2.244 4.973 1.477  -0.59
S2 -2.701 4.299 3.115  -0.10
C12 -2.472 2.544 2.891  0.12
C13 -1.770 1.850 3.867  -0.54
C14 -1.632 0.478 3.775  -0.59
C15 -2.182 -0.224 2.710  0.63
C16 -2.093 -1.717 2.642  -1.43
C17 -2.863 0.486 1.727  -0.39
C18 -3.021 1.856 1.818  -0.54
C19 1.195 1.169 1.659  -0.46
C20 1.527 -0.150 1.888  -0.90
C21 0.973 -1.192 1.141  1.35
C22 1.383 -2.598 1.444  -2.32
C23 0.737 -1.879 -4.524  -0.87
C24 1.883 -2.266 -5.190  -0.69
H1 4.053 -3.928 -5.847  0.33
H2 5.067 -3.294 -4.547  0.34
H3 4.602 -2.257 -5.900  0.34
H4 3.882 -2.848 -2.545  0.30
H5 1.853 -2.147 -1.352  0.22
H6 -1.229 -1.211 -3.020  0.26
H7 -0.952 0.704 -0.894  0.50
H8 -0.032 3.354 2.320  0.34
H9 -0.510 5.440 0.302  0.40
H10 -0.289 5.696 2.058  0.40
H11 -2.682 5.970 1.440  0.44
H12 -2.689 4.351 0.703  0.29
H13 -1.353 2.390 4.705  0.45
H14 -1.095 -0.054 4.548  0.39
H15 -1.188 -2.078 3.124  0.25
H16 -2.947 -2.155 3.160  0.47
H17 -2.116 -2.058 1.610  0.26
H18 -3.278 -0.049 0.886  0.45
H19 -3.582 2.381 1.060  0.49
H20 1.662 1.944 2.250  0.56
H21 2.233 -0.394 2.668  0.45
H22 0.771 -3.313 0.906  0.35
H23 1.311 -2.788 2.513  0.58
H24 2.425 -2.745 1.157  0.44
H25 -0.150 -1.608 -5.079  0.34
H26 1.884 -2.296 -6.270  0.40

Results
spin multiplicity = 1
F_max = 0.958 eV/Å
E = -56104.171 eV
relative energy (zero: lowest compared OMol25 entry of this formula, charge and spin) = 0.0 kJ/mol
HOMO = -8.3 eV
SMILES = Cc1ccc(NS(=O)(=O)c2cc(C(=O)NCCSc3ccc(C)cc3)ccc2C)cc1

=====

Entry 3:
Here is a structure of composition C24H26N4O from the OMol25 dataset. Energies are from ωB97M-V with the def2-TZVPD basis set.

Each line ends with the Mulliken charge.
Cartesian coordinates (Å):
C1 -4.390 3.920 -0.915  -1.20
C2 -3.584 2.767 -0.314  0.88
C3 -3.848 1.974 0.843  -0.65
C4 -3.083 1.078 1.215  -0.58
C5 -2.085 0.780 0.484  0.20
C6 -1.558 1.563 -0.717  -0.41
C7 -2.337 2.670 -1.197  -1.23
H1 -2.181 2.886 -2.089  0.53
H2 -0.670 1.129 -1.270  0.29
C8 -0.987 -0.260 1.012  -0.22
N1 -0.167 -1.125 0.010  -0.46
C9 0.543 -2.102 0.270  0.86
C10 0.637 -2.253 1.687  -0.61
C11 0.323 -1.585 2.730  1.13
C12 -0.761 -0.596 2.293  0.20
N2 -1.024 0.234 3.423  -0.14
C13 -0.595 -0.320 4.598  0.17
C14 -0.619 -0.057 5.885  -0.55
C15 0.084 -1.050 6.906  -0.74
C16 1.015 -1.907 6.396  -0.53
C17 0.981 -2.328 4.995  -0.43
C18 0.524 -1.463 4.052  0.04
H3 1.798 -3.119 4.750  0.25
H4 1.600 -2.436 7.117  0.38
H5 -0.055 -0.990 7.822  0.66
H6 -1.287 0.618 6.312  0.41
H7 -1.824 1.055 3.487  0.37
H8 1.639 -3.227 1.940  -0.05
C19 1.249 -2.564 -0.808  -0.13
O1 2.174 -3.322 -0.568  -0.70
N3 0.627 -2.539 -1.927  -0.05
C20 1.083 -2.784 -3.270  -1.09
C21 1.457 -1.447 -3.967  -0.90
H9 1.712 -1.617 -5.019  0.46
C22 2.333 -0.429 -3.304  0.23
N4 2.311 0.784 -3.594  0.30
C23 2.504 1.048 -5.005  -1.10
H10 3.899 1.191 -5.047  0.22
H11 2.444 2.197 -5.257  0.24
H12 2.278 0.526 -5.787  0.46
C24 2.777 1.978 -2.592  -1.57
H13 2.558 1.768 -1.794  0.59
H14 2.504 2.903 -3.085  0.30
H15 3.761 1.849 -2.687  0.66
H16 3.433 -0.873 -3.548  0.05
H17 2.088 -0.536 -2.051  -0.03
H18 0.404 -0.817 -4.059  0.27
H19 2.017 -3.121 -2.881  0.49
H20 0.515 -3.524 -3.773  0.38
H21 -0.063 -1.742 -2.011  0.27
H22 -3.329 0.445 2.059  0.74
H23 -4.789 2.231 1.232  0.42
H24 -4.806 3.511 -1.838  0.32
H25 -3.913 4.938 -0.915  0.31
H26 -5.318 4.090 -0.229  0.31

Results
spin multiplicity = 1
F_max = 17.709 eV/Å
E = -33300.719 eV
relative energy (zero: lowest compared OMol25 entry of this formula, charge and spin) = 1824.5 kJ/mol
HOMO = -7.8 eV

=====

Entry 4:
Here is an isolated molecule of C24H26N4O3 from the OMol25 dataset. Energies are from ωB97M-V with the def2-TZVPD basis set.

Each line ends with the Mulliken charge.
Cartesian coordinates (Å):
C1 3.331 3.227 -0.322  -1.34
C2 3.711 1.810 -0.102  0.46
N1 4.916 1.350 -0.425  -0.76
C3 4.928 0.052 -0.116  0.15
C4 5.973 -0.874 -0.252  0.55
C5 7.261 -0.434 -0.867  -1.48
C6 5.742 -2.157 0.187  -0.35
C7 4.519 -2.506 0.778  -1.04
C8 3.512 -1.590 0.885  0.13
N2 3.709 -0.342 0.410  0.18
C9 2.905 0.773 0.405  -0.19
C10 1.517 0.834 0.749  0.73
O1 1.158 2.010 1.312  -0.61
C11 0.601 -0.155 0.505  0.38
C12 0.764 -1.304 -0.351  0.72
O2 1.749 -1.652 -0.980  -0.69
C13 -0.577 -2.028 -0.344  0.20
O3 -0.859 -3.077 -0.879  -0.65
N3 -1.416 -1.293 0.427  0.39
C14 -2.767 -1.699 0.716  -1.18
C15 -3.770 -1.198 -0.334  0.14
N4 -5.132 -1.281 0.163  -0.07
C16 -6.025 -0.439 -0.609  -1.00
C17 -5.616 -2.647 0.204  -0.99
C18 -0.846 -0.067 0.941  -0.85
C19 -1.546 1.153 0.373  -0.45
C20 -2.324 1.973 1.183  0.73
C21 -2.978 3.068 0.643  -0.92
C22 -2.856 3.353 -0.706  -0.42
C23 -2.079 2.540 -1.517  -1.05
C24 -1.427 1.446 -0.982  -0.02
H1 4.123 3.724 -0.875  0.37
H2 3.187 3.729 0.633  0.27
H3 2.398 3.291 -0.878  0.30
H4 7.223 -0.589 -1.945  0.28
H5 7.410 0.626 -0.687  0.37
H6 8.096 -1.004 -0.467  0.41
H7 6.518 -2.902 0.095  0.45
H8 4.365 -3.506 1.149  0.40
H9 2.578 -1.801 1.378  0.43
H10 0.193 2.092 1.354  0.57
H11 -3.056 -1.310 1.696  0.13
H12 -2.767 -2.791 0.742  0.50
H13 -3.558 -0.146 -0.540  0.03
H14 -3.627 -1.764 -1.269  0.22
H15 -7.022 -0.490 -0.174  0.37
H16 -5.677 0.592 -0.561  0.28
H17 -6.089 -0.740 -1.666  0.34
H18 -6.630 -2.650 0.600  0.36
H19 -4.987 -3.237 0.866  0.31
H20 -5.624 -3.121 -0.790  0.35
H21 -0.939 -0.060 2.040  0.33
H22 -2.427 1.748 2.235  0.44
H23 -3.585 3.695 1.278  0.44
H24 -3.368 4.205 -1.126  0.42
H25 -1.985 2.759 -2.570  0.46
H26 -0.827 0.805 -1.612  0.46

Results
spin multiplicity = 1
F_max = 0.913 eV/Å
E = -37413.263 eV
relative energy (zero: lowest compared OMol25 entry of this formula, charge and spin) = 305.0 kJ/mol
HOMO = -8.0 eV
SMILES = Cc1nc2c(C)cccn2c1/C(O)=C1\C(=O)C(=O)N(CCN(C)C)[C@@H]1c1ccccc1